P) The following is a DFT calculation (ωB97M-V/def2-TZVPD) of an isolated molecule of C2H3NO3S.

XYZ file:
```
10
Properties=species:S:1:pos:R:3:lowdin_charge:R:1
C 0.75727 0.57269 -1.07220 -0.168
C 0.31346 -0.65040 -0.32385 -0.158
N 0.34205 1.69721 -0.72554 -0.077
O -2.11745 -0.72498 1.01601 -0.330
O -0.03599 -0.65651 2.41088 -0.344
O -0.48905 1.97257 0.12265 -0.026
S -0.77885 -0.29488 1.22634 0.827
H 1.32912 0.30004 -1.93865 0.118
H -0.44931 -1.03304 -0.87751 0.055
H 1.12876 -1.18271 0.16187 0.103
```

Its spin multiplicity is 1. For the highest occupied orbital energy (alpha / beta), the calculation gives -9.1 / -10.3 eV. The value obtained for the LUMO energy (alpha / beta) is -1.36 / -1.46 eV.

Q) The following is a DFT calculation (ωB97M-V/def2-TZVPD) of an isolated molecule of C2H3NO3S.

XYZ file:
```
10
Properties=species:S:1:pos:R:3:lowdin_charge:R:1
C -1.55981 -0.61113 -0.11427 0.015
N -1.06971 0.27966 0.63592 0.004
C 0.07446 0.93679 0.35670 -0.346
O 0.69137 0.81067 -1.02179 -0.168
S 1.42622 -0.12376 0.02987 0.683
O 2.76719 0.25870 0.31687 -0.251
O 1.08428 -1.50113 -0.11101 -0.256
H -2.40634 -1.15604 0.27024 0.085
H -1.21795 -0.82040 -1.12520 0.094
H 0.21028 1.92664 0.76268 0.140
```

Its spin multiplicity is 1. For the highest occupied orbital energy, the calculation gives -10.9 eV. As for the SMILES: C=N[C@@H]1OS1(=O)=O. The value obtained for the LUMO energy is -0.07 eV.

R) The following is a DFT calculation (ωB97M-V/def2-TZVPD) of an isolated molecule of C2H3NO3S.

XYZ file:
```
10
Properties=species:S:1:pos:R:3:lowdin_charge:R:1
C -0.61128 1.58580 -0.18800 0.126
C 0.47429 -0.07032 1.17867 -0.323
N -0.40198 1.14600 0.93057 0.079
O 1.05586 -1.03251 -2.23883 -0.402
O -1.19493 -1.78922 -1.61699 -0.369
O 0.45578 -1.08533 0.30194 -0.265
S -0.14942 -0.82066 -1.39473 0.794
H -1.13833 2.44897 -0.57192 0.099
H 1.46867 0.14853 1.48381 0.120
H 0.04135 -0.53126 2.11549 0.140
```

Its spin multiplicity is 1. For the highest occupied orbital energy (alpha / beta), the calculation gives -9.6 / -9.6 eV. The value obtained for the LUMO energy (alpha / beta) is -2.23 / -2.24 eV.

Winner for stability: Q)